[1]
Density functional theory data (ωB97M-V/def2-TZVPD) for a cluster of 7 separate species, C10H31B2N7O14 in total in a non-equilibrium geometry.

Positions of all 64 atoms, in Å:
C 3.475359 -0.767378 -2.937106
C 3.598607 0.754746 -3.045668
O 3.342300 1.251244 -4.355352
B 2.043453 1.034085 -4.789239
B 0.804918 1.816476 -3.941578
O 0.849561 3.225457 -3.920702
N -0.255543 1.200510 -3.190392
C -0.219101 1.512506 -1.747987
C -0.436953 -0.229922 -3.445989
H 2.537333 -1.025421 -2.457316
H 4.272738 -1.145676 -2.306120
H 3.550271 -1.241379 -3.907534
H 2.974497 1.233908 -2.288983
H 4.617399 1.038297 -2.805633
H 1.861071 0.322339 -5.738741
H 1.704736 3.483598 -3.535547
H 0.636883 2.143483 -1.525464
H -0.140311 0.608222 -1.155489
H -1.108842 2.071264 -1.470231
H -0.711029 -0.395929 -4.480020
H 0.407417 -0.850196 -3.148379
H -1.288464 -0.565450 -2.856910
C -2.325337 -4.293144 -2.423081
N -1.780608 -3.167325 -1.618687
O -2.559395 -2.494889 -0.971624
O -0.576760 -3.005185 -1.642414
H -3.399754 -4.320626 -2.289885
H -2.058418 -4.121550 -3.461491
H -1.857434 -5.197054 -2.044803
C -0.607969 -4.559500 1.740965
N -1.304075 -5.543013 0.866115
O -0.735116 -5.890115 -0.154374
O -2.405800 -5.915835 1.207361
H 0.339943 -4.314613 1.286491
H -1.247638 -3.685896 1.809678
H -0.474082 -5.015975 2.715614
C 2.660768 -1.376507 2.139614
N 2.051056 -2.132440 3.269511
O 0.988452 -2.692714 3.068043
O 2.654986 -2.137761 4.318204
H 2.010580 -1.462332 1.277191
H 2.760634 -0.343188 2.456579
H 3.634927 -1.814452 1.946351
C 1.936849 4.601130 0.276646
N 2.491883 3.222245 0.218059
O 1.996315 2.379346 0.941211
O 3.401706 3.015635 -0.560882
H 1.134090 4.603586 1.002608
H 2.745733 5.266500 0.562599
H 1.571161 4.845453 -0.716513
C -2.070829 2.495155 1.944359
N -1.413807 3.687189 2.543372
O -1.477656 3.829767 3.746287
O -0.846326 4.447189 1.781237
H -2.528444 1.921503 2.740875
H -2.816825 2.852372 1.241088
H -1.302116 1.922201 1.433336
C -4.137714 1.621606 5.951013
N -4.825676 0.833334 4.890351
O -4.246493 0.683439 3.830335
O -5.921971 0.393985 5.155670
H -3.177334 1.949076 5.570372
H -4.775406 2.466582 6.190189
H -4.022397 0.972036 6.812806

Cartesian forces (eV/Å) of the 3 atoms listed first:
-0.052 0.437 0.299
0.666 0.125 0.275
-0.417 -0.840 -0.236

Output
Charge: 0
HOMO level in eV: -8.54
Frontier orbital gap in eV: 8.4

[2]
Density functional theory data (ωB97M-V/def2-TZVPD) for the molecule C9H15O3P in a non-equilibrium geometry.

Positions of all 28 atoms, in Å:
C 2.473499 -2.160893 -1.781204
C 1.578689 -1.545182 -1.257585
C -2.109909 0.323654 0.959987
C 0.891708 1.376965 -2.088785
C 2.419741 1.327361 0.148962
C -1.738358 -0.554411 3.179319
C -2.131989 -0.149638 -0.506912
C -1.036956 -1.218530 -0.598072
C 1.065445 1.196563 -0.608764
O 0.777288 -1.027134 1.274484
O -2.112961 1.425519 1.459994
O -2.049221 -0.790701 1.800134
P 0.623671 -0.593842 -0.117188
H 3.277410 -2.548698 -2.338158
H -0.061788 1.645173 -2.324076
H 1.635520 2.023208 -2.667090
H 1.116606 0.438143 -2.668366
H 2.549308 2.389007 0.341632
H 3.105032 0.730664 -0.401706
H 2.412205 0.898861 1.145987
H -1.014001 -1.214617 3.431199
H -2.631585 -1.004088 3.613719
H -1.736358 0.582464 3.248729
H -3.157481 -0.367541 -0.615808
H -1.969640 0.841505 -1.000258
H -1.254811 -1.931815 0.104052
H -1.117109 -1.786787 -1.641685
H 0.196043 1.694788 -0.092541

Cartesian forces (eV/Å) of the 3 atoms listed first:
-0.577 0.712 0.009
1.214 -0.299 0.115
0.197 -1.397 2.640

Output
Charge: 0
HOMO level in eV: -9.87
Frontier orbital gap in eV: 10.7

[3]
Density functional theory data (ωB97M-V/def2-TZVPD) for a cluster of 4 separate species, C7H18BO13PS3 in total in a non-equilibrium geometry.

Positions of all 43 atoms, in Å:
C -0.235799 0.256406 3.516518
B -1.459561 1.219734 3.413760
O -1.262280 2.569432 3.210753
P -3.207400 0.450563 3.589821
H -0.040731 0.116266 4.584683
H 0.652893 0.655980 3.027856
H -0.479015 -0.722415 3.096018
H -1.640155 3.169486 3.861576
H -3.689079 -0.352972 2.566778
H -4.214771 1.172316 4.225673
C 4.725574 0.586497 2.002679
C 4.882524 0.603888 0.494699
O 4.458322 -0.714863 0.101828
S 3.294046 -1.223842 1.054509
O 2.030291 -0.982872 0.457387
O 3.638263 -2.518810 1.518920
O 3.508800 -0.150379 2.212561
H 5.543533 0.058367 2.494926
H 4.613590 1.578051 2.431976
H 5.908684 0.748638 0.170369
H 4.237824 1.341070 0.020443
C -6.127818 0.489604 -1.523692
C -5.129820 -0.054927 -0.520370
O -5.761293 0.190017 0.744448
S -7.343255 0.044043 0.612175
O -7.752412 -1.251533 1.015046
O -7.940283 1.200083 1.171701
O -7.400760 0.107917 -0.981223
H -6.083326 1.577508 -1.589803
H -6.024703 0.051676 -2.512425
H -4.175145 0.463295 -0.536916
H -4.975577 -1.128538 -0.640052
C 4.154460 -1.720595 -4.102093
C 2.640146 -1.680397 -4.170425
O 2.303326 -0.515056 -3.402628
S 3.416181 0.604405 -3.581822
O 3.022873 1.548101 -4.562078
O 3.813710 1.028187 -2.288073
O 4.536426 -0.338018 -4.209226
H 4.507445 -2.111366 -3.146871
H 4.607014 -2.270621 -4.922091
H 2.165459 -2.544212 -3.714636
H 2.281798 -1.550113 -5.192674

Cartesian forces (eV/Å) of the 3 atoms listed first:
-0.281 -0.052 -0.627
-0.241 0.384 -0.641
0.558 -0.067 0.959

Output
Charge: 0
HOMO level in eV: -7.91
Frontier orbital gap in eV: 8.3

[4]
Density functional theory data (ωB97M-V/def2-TZVPD) for a structure of composition C23H15IN2O4Sc.

Positions of all 46 atoms, in Å:
Sc 0.227093 -0.573022 -0.930580
O 3.531732 -1.759887 1.301586
C 2.422193 -1.500736 0.866211
O 2.016885 -1.555171 -0.347691
C 1.348952 -1.049216 1.865908
C 1.625850 -1.022822 3.248556
C 0.641754 -0.630992 4.104119
C -0.637375 -0.290760 3.602323
C -1.718628 0.091374 4.430146
C -2.937714 0.372411 3.882706
C -3.135577 0.275596 2.487361
C -2.110127 -0.080433 1.658769
C -0.837007 -0.355532 2.208002
N 0.181864 -0.709974 1.369308
H 2.616004 -1.309364 3.570492
H 0.816820 -0.585832 5.173137
H -1.562379 0.149304 5.500886
H -3.764042 0.661122 4.519698
H -4.114138 0.475503 2.070753
H -2.241405 -0.197531 0.585994
N -1.363050 -1.282967 -1.526624
C -2.534110 -1.793093 -1.966681
C -2.632292 -3.090591 -2.529638
C -3.839121 -3.613979 -2.955196
C -5.020313 -2.884402 -2.846980
C -4.953892 -1.605220 -2.305069
C -3.750201 -1.069851 -1.880558
H -1.721214 -3.671891 -2.612366
H -3.862511 -4.613449 -3.377839
H -5.963239 -3.299324 -3.180659
H -5.857803 -1.010555 -2.218495
H -3.711031 -0.060786 -1.483449
I 7.681561 3.047171 -1.773948
C 5.599046 2.850193 -1.680076
C 5.044552 1.627709 -1.340062
C 3.662084 1.505884 -1.283738
C 2.844865 2.596699 -1.553788
C 3.423559 3.815149 -1.890103
C 4.800732 3.950165 -1.960378
C 1.331592 2.502363 -1.475644
O 0.659361 3.507661 -1.611163
O 0.876480 1.313861 -1.247848
H 5.671667 0.775106 -1.118382
H 3.225379 0.549038 -1.030745
H 2.769232 4.652962 -2.091148
H 5.247904 4.898123 -2.227120

Cartesian forces (eV/Å) of the 3 atoms listed first:
0.087 0.056 0.065
-0.021 -0.003 -0.017
0.031 0.001 0.030

Output
Charge: -1
HOMO level in eV: -3.82
Frontier orbital gap in eV: 5.6

Question: What is the charge in the fourth record?
Answer: -1

Please write out number 3 again, unchanged.
Density functional theory data (ωB97M-V/def2-TZVPD) for a cluster of 4 separate species, C7H18BO13PS3 in total in a non-equilibrium geometry.

Positions of all 43 atoms, in Å:
C -0.235799 0.256406 3.516518
B -1.459561 1.219734 3.413760
O -1.262280 2.569432 3.210753
P -3.207400 0.450563 3.589821
H -0.040731 0.116266 4.584683
H 0.652893 0.655980 3.027856
H -0.479015 -0.722415 3.096018
H -1.640155 3.169486 3.861576
H -3.689079 -0.352972 2.566778
H -4.214771 1.172316 4.225673
C 4.725574 0.586497 2.002679
C 4.882524 0.603888 0.494699
O 4.458322 -0.714863 0.101828
S 3.294046 -1.223842 1.054509
O 2.030291 -0.982872 0.457387
O 3.638263 -2.518810 1.518920
O 3.508800 -0.150379 2.212561
H 5.543533 0.058367 2.494926
H 4.613590 1.578051 2.431976
H 5.908684 0.748638 0.170369
H 4.237824 1.341070 0.020443
C -6.127818 0.489604 -1.523692
C -5.129820 -0.054927 -0.520370
O -5.761293 0.190017 0.744448
S -7.343255 0.044043 0.612175
O -7.752412 -1.251533 1.015046
O -7.940283 1.200083 1.171701
O -7.400760 0.107917 -0.981223
H -6.083326 1.577508 -1.589803
H -6.024703 0.051676 -2.512425
H -4.175145 0.463295 -0.536916
H -4.975577 -1.128538 -0.640052
C 4.154460 -1.720595 -4.102093
C 2.640146 -1.680397 -4.170425
O 2.303326 -0.515056 -3.402628
S 3.416181 0.604405 -3.581822
O 3.022873 1.548101 -4.562078
O 3.813710 1.028187 -2.288073
O 4.536426 -0.338018 -4.209226
H 4.507445 -2.111366 -3.146871
H 4.607014 -2.270621 -4.922091
H 2.165459 -2.544212 -3.714636
H 2.281798 -1.550113 -5.192674

Cartesian forces (eV/Å) of the 3 atoms listed first:
-0.281 -0.052 -0.627
-0.241 0.384 -0.641
0.558 -0.067 0.959

Output
Charge: 0
HOMO level in eV: -7.91
Frontier orbital gap in eV: 8.3